[1]
ORCA calculation (wB97M-V/def2-TZVPD) on a structure of composition C33H33BF5MnN2O2S at a distorted geometry.

```
78
Properties=species:S:1:pos:R:3
Mn 0.346 -0.022 0.240
C 0.597 -3.299 1.864
C 0.840 -1.842 2.252
C 2.244 -1.651 2.814
C -0.213 -1.295 3.197
C -0.428 -1.944 4.398
C -1.384 -1.473 5.282
C -2.168 -0.395 4.925
C -2.007 0.283 3.717
C -3.106 1.299 3.399
C -3.530 1.408 1.929
C -2.863 2.680 4.033
C -0.945 -0.131 2.896
N -0.569 0.575 1.725
C -0.491 1.900 1.666
C -0.264 2.464 0.423
C -0.186 3.798 -0.018
C -0.052 3.735 -1.386
C -0.009 2.369 -1.768
N -0.162 1.606 -0.674
C 0.235 1.851 -3.159
C -0.507 0.535 -3.394
C 1.755 1.641 -3.305
C -0.224 2.886 -4.192
H 1.369 -3.646 1.175
H -0.377 -3.446 1.399
H 0.640 -3.921 2.756
H 0.779 -1.267 1.268
H 2.337 -2.240 3.727
H 2.444 -0.610 3.057
H 2.996 -1.995 2.102
H 0.151 -2.821 4.657
H -1.547 -1.981 6.223
H -2.968 -0.090 5.590
H -3.975 0.893 3.920
H -2.924 2.112 1.361
H -4.559 1.760 1.882
H -3.482 0.434 1.437
H -2.228 3.317 3.415
H -2.402 2.586 5.017
H -3.812 3.203 4.156
H -0.603 2.506 2.556
H -0.251 4.673 0.608
H 0.012 4.573 -2.060
H -0.260 -0.210 -2.642
H -0.240 0.129 -4.370
H -1.586 0.696 -3.371
H 2.108 0.863 -2.629
H 2.297 2.561 -3.081
H 1.994 1.341 -4.327
H -1.257 3.188 -4.015
H -0.164 2.451 -5.190
H 0.412 3.772 -4.179
F 5.451 -2.983 -2.785
C 4.808 -2.111 -2.028
C 3.424 -2.103 -1.993
F 2.710 -2.958 -2.716
C 2.808 -1.181 -1.177
F 1.427 -1.141 -1.132
C 3.468 -0.264 -0.375
S 2.552 0.824 0.610
C 4.861 -0.293 -0.440
F 5.565 0.558 0.291
C 5.519 -1.200 -1.254
F 6.841 -1.212 -1.298
O -2.151 -1.650 0.756
B -1.291 -1.188 -0.221
O -1.501 -1.846 -1.411
C -2.509 -2.756 -1.169
C -3.083 -3.675 -2.018
C -4.065 -4.493 -1.472
C -4.447 -4.387 -0.137
C -3.872 -3.447 0.710
C -2.905 -2.636 0.158
H -2.787 -3.758 -3.055
H -4.535 -5.232 -2.106
H -5.204 -5.054 0.253
H -4.164 -3.351 1.747
```

The relative energy (zero: lowest compared OMol25 entry of this formula, charge and spin) comes out at 0.0 kcal per mole. The calculation puts the largest force on an atom at 2.1 eV/Å. The charge is +1. Its spin multiplicity is 4. The total energy is -98244.967 eV. The lowest unoccupied orbital energy (alpha / beta) comes out at -5.361 / -4.654 eV. Its frontier orbital gap (alpha / beta) is 5.612 / 6.402 eV.

=====

[2]
ORCA calculation (wB97M-V/def2-TZVPD) on a structure of composition C33H33BiN15.

```
82
Properties=species:S:1:pos:R:3
Bi 0.057 0.298 -0.077
C -2.693 -1.567 0.838
C -2.629 -1.795 -0.680
C -3.020 -0.575 -1.464
C -4.137 -0.573 -2.288
C -4.467 0.573 -2.993
C -3.695 1.712 -2.809
C -2.619 1.643 -1.948
N -2.256 0.520 -1.313
N -1.369 -1.313 1.465
C -1.604 -0.677 2.764
C -1.841 0.806 2.626
C -2.505 1.497 3.630
C -2.761 2.848 3.479
C -2.357 3.476 2.306
C -1.686 2.732 1.361
N -1.419 1.427 1.519
C -0.615 -2.567 1.601
C 0.868 -2.384 1.812
C 1.618 -3.342 2.481
C 2.996 -3.203 2.537
C 3.595 -2.104 1.933
C 2.784 -1.174 1.318
N 1.451 -1.310 1.263
H -3.152 -2.437 1.319
H -3.327 -0.704 1.042
H -3.286 -2.619 -0.954
H -1.615 -2.064 -0.957
H -4.737 -1.467 -2.390
H -5.309 0.580 -3.671
H -3.925 2.636 -3.320
H -2.016 2.519 -1.758
H -0.765 -0.859 3.436
H -2.479 -1.118 3.253
H -2.818 0.975 4.525
H -3.276 3.400 4.254
H -2.565 4.522 2.134
H -1.346 3.188 0.440
H -0.709 -3.114 0.663
H -1.032 -3.194 2.397
H 1.137 -4.200 2.932
H 3.602 -3.948 3.036
H 4.668 -1.974 1.941
H 3.190 -0.279 0.865
N 1.411 0.836 3.380
C 1.799 1.845 2.592
N 2.563 2.750 3.163
C 2.875 3.834 2.454
N 3.716 4.715 2.951
N 2.341 4.071 1.229
C 1.630 3.116 0.708
N 1.360 1.913 1.285
C 1.132 3.391 -0.662
C 1.251 4.663 -1.207
C 0.902 4.854 -2.537
C 0.508 3.757 -3.288
C 0.373 2.533 -2.658
N 0.641 2.364 -1.361
H 1.832 0.809 4.297
H 1.057 -0.005 2.973
H 4.105 4.575 3.870
H 3.960 5.536 2.423
H 1.616 5.471 -0.592
H 0.969 5.836 -2.985
H 0.287 3.853 -4.342
H 0.043 1.656 -3.204
N 0.858 -4.126 -3.253
C 0.218 -3.801 -2.126
N 0.650 -2.632 -1.693
C 1.587 -2.285 -2.620
N 1.728 -3.178 -3.580
C 2.472 -1.126 -2.572
C 3.574 -1.127 -3.448
N 4.490 -0.182 -3.428
C 4.341 0.789 -2.535
C 3.245 0.822 -1.692
N 2.297 -0.124 -1.702
H 0.758 -4.946 -3.834
H -0.531 -4.423 -1.662
H 3.694 -1.930 -4.164
H 5.112 1.549 -2.501
H 3.124 1.637 -0.990
```

The relative energy (zero: lowest compared OMol25 entry of this formula, charge and spin) comes out at 0.0 kcal per mole. The calculation puts the largest force on an atom at 0.7 eV/Å. The charge is +3. The total energy is -62928.271 eV. The lowest unoccupied orbital energy comes out at -8.224 eV. Its frontier orbital gap is 8.338 eV.

=====

[3]
ORCA calculation (wB97M-V/def2-TZVPD) on a structure of composition C33H33FeN2O4 at a distorted geometry.

```
73
Properties=species:S:1:pos:R:3
C 1.211 -3.254 -0.621
N 1.615 -2.237 0.319
C 2.326 -1.116 -0.058
O 2.567 -0.755 -1.208
C 2.642 -0.342 1.197
C 4.116 -0.551 1.628
C 4.868 0.754 1.735
C 5.573 1.066 2.902
C 6.186 2.315 3.039
C 6.121 3.246 1.989
C 5.457 2.909 0.801
C 4.844 1.659 0.670
N 1.689 -0.916 2.154
C 0.489 -0.230 2.292
C -0.084 0.556 1.332
C -1.323 1.263 1.520
C -1.699 2.281 0.604
C -2.923 2.932 0.723
C -3.821 2.570 1.739
C -3.452 1.596 2.673
C -2.212 0.970 2.589
C 1.518 -2.331 1.749
C 2.665 -3.219 2.291
C 2.073 -4.633 2.355
C 0.536 -4.482 2.331
C 0.229 -2.983 2.271
H 1.442 -2.906 -1.637
H 1.737 -4.204 -0.430
H 0.126 -3.445 -0.551
H 2.433 0.720 1.059
H 4.137 -1.075 2.592
H 4.589 -1.187 0.859
H 5.614 0.323 3.703
H 6.705 2.562 3.969
H 6.588 4.228 2.101
H 5.407 3.620 -0.024
H 4.331 1.383 -0.252
H 0.002 -0.428 3.249
H 0.478 0.777 0.418
H -0.996 2.522 -0.205
H -3.176 3.722 0.012
H -4.795 3.046 1.792
H -4.130 1.323 3.481
H -1.920 0.221 3.328
H 3.560 -3.165 1.656
H 2.931 -2.854 3.296
H 2.419 -5.221 1.493
H 2.404 -5.153 3.264
H 0.113 -4.994 1.457
H 0.093 -4.938 3.225
H 0.044 -2.592 3.280
H -0.634 -2.721 1.645
O -6.194 2.598 -6.091
C -5.463 2.083 -5.358
Fe -4.571 1.076 -4.228
C -6.150 0.567 -3.620
O -7.252 0.223 -3.399
C -4.657 -0.215 -5.448
O -4.996 -0.972 -6.269
C -3.180 0.007 -2.431
C -2.091 -0.056 -3.306
C -1.859 0.771 -4.393
C -2.755 1.796 -4.812
C -3.295 2.779 -3.917
C -3.588 2.495 -2.598
C -3.970 1.168 -2.230
H -3.593 -0.920 -2.008
H -1.397 -0.884 -3.125
H -0.968 0.618 -5.017
H -2.735 2.083 -5.880
H -3.461 3.783 -4.322
H -3.784 3.301 -1.875
H -4.757 1.068 -1.467
```

The relative energy (zero: lowest compared OMol25 entry of this formula, charge and spin) comes out at 0.0 kcal per mole. The calculation puts the largest force on an atom at 5.1 eV/Å. The charge is +1. Its spin multiplicity is 5. The total energy is -80301.706 eV. The lowest unoccupied orbital energy (alpha / beta) comes out at -3.732 / -6.849 eV. Its frontier orbital gap (alpha / beta) is 4.518 / 4.286 eV.

=====

[4]
ORCA calculation (wB97M-V/def2-TZVPD) on a structure of composition C33H33GeNO5SSeZr at a distorted geometry.

```
76
Properties=species:S:1:pos:R:3
Zr -0.060 -0.908 -1.811
O -1.598 -2.306 -2.667
C -1.168 -3.684 -2.810
C 0.190 -3.943 -2.202
C 0.872 -5.099 -2.502
C 2.017 -5.402 -1.786
C 2.439 -4.541 -0.786
C 1.738 -3.377 -0.575
N 0.633 -3.063 -1.283
H -1.211 -1.907 -3.506
H -1.171 -3.957 -3.861
H -1.906 -4.287 -2.289
H 0.503 -5.758 -3.279
H 2.568 -6.310 -1.999
H 3.305 -4.759 -0.177
H 2.041 -2.667 0.178
O 0.231 -1.631 -4.367
S 0.865 -0.312 -4.093
O -0.293 0.444 -3.380
O 1.726 -0.611 -2.833
O 1.516 0.363 -5.143
C -1.556 4.136 2.567
C -0.878 4.650 1.470
C -0.180 3.801 0.616
C -0.152 2.421 0.840
C -0.848 1.922 1.947
C -1.538 2.769 2.809
Ge 0.785 1.311 -0.416
C 2.037 2.492 -1.312
C 3.043 3.028 -0.502
C 3.995 3.884 -1.039
C 3.958 4.211 -2.391
C 2.961 3.690 -3.201
C 2.003 2.837 -2.661
C 2.015 0.098 0.575
C 1.934 -0.089 1.961
C 2.926 -0.780 2.645
C 4.021 -1.299 1.957
C 4.121 -1.117 0.586
C 3.124 -0.431 -0.102
H -2.098 4.799 3.231
H -0.890 5.716 1.275
H 0.351 4.225 -0.227
H -0.862 0.861 2.158
H -2.063 2.359 3.664
H 3.093 2.785 0.555
H 4.767 4.297 -0.402
H 4.706 4.873 -2.809
H 2.922 3.944 -4.252
H 1.230 2.455 -3.315
H 1.119 0.341 2.526
H 2.858 -0.893 3.720
H 4.803 -1.819 2.498
H 4.981 -1.496 0.046
H 3.253 -0.259 -1.162
C -4.827 -0.990 4.279
C -4.115 -0.635 3.001
C -3.083 -1.429 2.503
C -2.460 -1.130 1.301
C -1.347 -1.996 0.800
C -2.890 -0.008 0.581
Se -2.231 0.406 -1.097
C -3.887 0.850 1.081
C -4.323 2.114 0.379
C -4.483 0.500 2.285
H -4.369 -1.847 4.770
H -5.872 -1.236 4.080
H -4.822 -0.152 4.978
H -2.761 -2.299 3.066
H -1.018 -2.736 1.527
H -0.464 -1.364 0.608
H -1.645 -2.529 -0.104
H -3.467 2.726 0.089
H -4.958 2.707 1.037
H -4.888 1.896 -0.530
H -5.265 1.143 2.678
```

The relative energy (zero: lowest compared OMol25 entry of this formula, charge and spin) comes out at 0.0 kcal per mole. The calculation puts the largest force on an atom at 2.5 eV/Å. The charge is +1. Its spin multiplicity is 2. The total energy is -180458.369 eV. The lowest unoccupied orbital energy (alpha / beta) comes out at -3.527 / -5.014 eV. Its frontier orbital gap (alpha / beta) is 6.720 / 5.655 eV.

=====

[5]
ORCA calculation (wB97M-V/def2-TZVPD) on a cluster of 3 separate species, C33H33IN2O6P in total at a distorted geometry.

```
76
Properties=species:S:1:pos:R:3
O 4.308 -2.897 2.423
C 3.263 -3.090 1.944
N 2.077 -3.154 1.598
C 1.582 -1.827 1.045
C 1.438 -0.853 2.288
C 0.043 -0.148 2.486
C -0.153 1.106 1.535
C 0.920 2.089 1.252
C 0.688 3.212 0.321
C -0.585 3.438 -0.380
C -1.683 2.474 -0.083
C -1.449 1.345 0.833
C 2.656 -1.146 0.073
N 3.137 -2.047 -1.015
C 2.108 -2.998 -1.543
I 2.634 -3.474 -3.597
C 0.614 -2.535 -1.336
P -0.508 -3.892 -1.974
O -0.167 -5.272 -1.465
C 0.275 -2.055 0.182
C -0.632 -3.093 0.967
C -2.171 -2.920 0.778
C -2.865 -1.853 0.045
C -4.348 -1.833 0.003
C -5.191 -2.863 0.632
C -4.497 -3.971 1.342
C -3.035 -3.963 1.415
H 1.700 -1.339 3.278
H 2.203 -0.023 2.174
H -0.858 -0.812 2.408
H 0.018 0.285 3.535
H 1.933 1.981 1.725
H 1.530 3.923 0.106
H -0.766 4.278 -1.102
H -2.713 2.582 -0.562
H -2.284 0.629 1.030
H 2.107 -0.290 -0.424
H 3.527 -0.701 0.625
H 3.452 -1.439 -1.809
H 3.966 -2.571 -0.686
H 2.223 -3.969 -0.971
H 0.456 -1.639 -2.023
H -1.892 -3.537 -1.809
H -0.309 -3.919 -3.400
H -0.331 -1.112 0.027
H -0.301 -4.164 0.794
H -0.429 -2.915 2.071
H -2.282 -1.061 -0.481
H -4.876 -1.003 -0.532
H -6.305 -2.875 0.603
H -5.032 -4.821 1.838
H -2.533 -4.812 1.955
C 5.871 0.922 -1.573
C 6.929 1.725 -1.484
C 7.810 1.965 -2.651
O 8.774 2.692 -2.572
C 7.465 1.278 -3.918
C 6.405 0.476 -4.003
C 5.529 0.239 -2.838
O 4.555 -0.498 -2.921
H 5.217 0.735 -0.730
H 7.194 2.234 -0.565
H 8.117 1.465 -4.761
H 6.138 -0.034 -4.920
C -5.626 5.675 0.088
C -6.331 6.214 1.081
C -6.650 5.442 2.303
O -7.293 5.930 3.208
C -6.152 4.048 2.379
C -5.447 3.511 1.386
C -5.129 4.284 0.164
O -4.483 3.793 -0.743
H -5.384 6.225 -0.814
H -6.701 7.231 1.042
H -6.394 3.499 3.280
H -5.077 2.494 1.424
```

The relative energy (zero: lowest compared OMol25 entry of this formula, charge and spin) comes out at 83.4 kcal per mole. The calculation puts the largest force on an atom at 3.3 eV/Å. The charge is +1. The total energy is -67399.291 eV. The lowest unoccupied orbital energy comes out at -4.512 eV. Its frontier orbital gap is 6.679 eV.

=====

[6]
ORCA calculation (wB97M-V/def2-TZVPD) on a structure of composition C33H33N2O6P2Rb.

```
77
Properties=species:S:1:pos:R:3
Rb -0.434 0.488 0.186
O -0.274 -0.044 3.043
C -0.966 -0.988 3.836
C -2.478 -0.810 3.842
C -3.135 -0.818 2.458
C -2.850 -2.050 1.637
C -3.262 -3.313 2.059
C -2.999 -4.414 1.267
C -2.333 -4.234 0.063
C -1.956 -2.949 -0.282
N -2.198 -1.882 0.481
H -0.672 0.846 3.154
H -0.609 -0.952 4.873
H -0.704 -1.973 3.440
H -2.731 0.135 4.328
H -2.895 -1.609 4.465
H -2.824 0.064 1.900
H -4.217 -0.729 2.591
H -3.790 -3.422 2.998
H -3.316 -5.401 1.578
H -2.115 -5.067 -0.592
H -1.437 -2.748 -1.214
O -0.170 -0.438 -2.550
P 1.031 -0.652 -3.403
C 2.456 0.357 -2.870
P 3.204 -0.133 -1.283
O 2.190 -0.547 -0.276
C 4.124 1.330 -0.781
C 3.502 2.198 0.116
C 4.130 3.375 0.492
C 5.381 3.685 -0.023
C 6.008 2.819 -0.909
C 5.383 1.641 -1.289
C 4.424 -1.418 -1.619
C 5.050 -1.622 -2.845
C 5.993 -2.630 -2.988
C 6.317 -3.434 -1.905
C 5.694 -3.238 -0.680
C 4.748 -2.236 -0.537
C 1.608 -2.362 -3.401
C 1.540 -3.061 -2.196
C 2.046 -4.348 -2.112
C 2.618 -4.945 -3.227
C 2.670 -4.262 -4.434
C 2.164 -2.974 -4.522
C 0.747 -0.172 -5.118
C -0.581 -0.039 -5.513
C -0.885 0.309 -6.822
C 0.134 0.527 -7.737
C 1.462 0.403 -7.346
C 1.768 0.058 -6.040
H 2.060 1.366 -2.718
H 3.217 0.424 -3.648
H 2.532 1.953 0.533
H 3.640 4.043 1.188
H 5.873 4.603 0.271
H 6.989 3.059 -1.300
H 5.883 0.959 -1.966
H 4.802 -1.007 -3.701
H 6.472 -2.790 -3.945
H 7.053 -4.219 -2.019
H 5.943 -3.870 0.162
H 4.239 -2.087 0.407
H 1.120 -2.580 -1.322
H 2.001 -4.885 -1.173
H 3.018 -5.949 -3.158
H 3.101 -4.735 -5.307
H 2.191 -2.450 -5.469
H -1.364 -0.198 -4.783
H -1.917 0.416 -7.127
H -0.103 0.800 -8.756
H 2.256 0.582 -8.059
H 2.807 -0.033 -5.748
O -1.722 2.249 2.677
N -1.163 2.829 1.709
O -1.818 3.079 0.685
O 0.061 3.056 1.751
```

The relative energy (zero: lowest compared OMol25 entry of this formula, charge and spin) comes out at 0.0 kcal per mole. The calculation puts the largest force on an atom at 0.2 eV/Å. The total energy is -69256.063 eV. The lowest unoccupied orbital energy comes out at 0.205 eV. Its frontier orbital gap is 8.417 eV.